Molecular formula: C19H49CuKN4O10
Method: DFT, ωB97M-V/def2-TZVPD

Properties
<S²>   2.0024
Spin multiplicity   3
Total charge   +1
Lowest unoccupied orbital energy (alpha / beta)   -3.080 / -5.355 eV

Last column: Löwdin spin population.
Atoms and positions in Å:
K: 1.74646 6.49090 1.26431  0.09
Cu: -1.44533 3.91543 -0.15595  1.38
N: 1.22656 2.70358 0.96564  0.01
O: 0.08284 2.31372 0.67950  0.06
O: 1.96882 2.17510 1.74792  0.01
O: 1.47520 3.74532 0.43440  0.06
C: 0.85674 2.95168 -2.47681  0.01
O: -0.49924 2.93497 -2.03532  0.09
C: -1.26354 1.93962 -2.63316  0.00
C: -2.71532 2.23741 -2.39064  0.01
N: -3.07306 2.58078 -1.05847  0.13
C: -2.88334 1.47096 -0.15039  0.01
C: -3.34979 1.83357 1.20686  0.01
O: -2.48301 2.77089 1.72566  0.09
C: -2.13160 2.57703 3.07472  0.01
H: 1.04741 2.78732 -3.53734  0.00
H: 1.38474 2.19217 -1.90022  0.00
H: 1.20490 3.96958 -2.30139  0.00
H: -0.95658 0.96046 -2.26556  0.00
H: -1.00569 1.76507 -3.67774  0.00
H: -3.30683 1.45098 -2.85941  0.00
H: -2.83019 3.12136 -3.01795  0.00
H: -4.06158 2.78589 -1.02917  0.00
H: -1.83250 1.18694 -0.09406  0.00
H: -3.43902 0.54517 -0.29948  0.00
H: -3.30647 0.99924 1.90694  0.00
H: -4.39260 2.13354 1.31016  0.00
H: -1.28410 1.89161 3.06808  0.00
H: -2.97724 2.32653 3.71522  0.00
H: -1.75469 3.48502 3.54546  0.00
C: 0.23166 -0.55068 2.55331  0.00
O: -0.79585 -1.53542 2.54681  0.00
C: -0.68388 -2.57039 1.60209  0.00
C: -1.28800 -2.16507 0.17192  0.00
N: -2.70700 -2.08803 0.25795  0.00
C: -3.34750 -3.35111 0.09285  0.00
C: -4.81638 -3.31886 0.29204  0.00
O: -5.09555 -3.16495 1.70467  0.00
C: -6.51703 -3.22203 2.06520  0.00
H: 0.10796 0.15656 1.73318  0.00
H: 1.19211 -1.06216 2.48984  0.00
H: 0.05555 0.01585 3.46771  0.00
H: -1.28377 -3.29539 2.15218  0.00
H: 0.30116 -3.02493 1.49627  0.00
H: -0.89843 -2.65822 -0.71866  0.00
H: -0.99280 -1.15766 -0.12149  0.00
H: -2.87746 -1.81839 1.21625  0.00
H: -2.83165 -4.07720 0.72119  0.00
H: -3.21347 -3.81853 -0.88268  0.00
H: -5.30719 -4.12538 -0.25270  0.00
H: -5.27668 -2.48678 -0.24075  0.00
H: -6.75758 -2.19277 1.79901  0.00
H: -6.63451 -3.34309 3.14207  0.00
H: -7.13496 -3.87572 1.44963  0.00
C: 4.38468 0.93250 0.25801  0.00
O: 4.49451 0.17335 -0.93267  0.00
C: 3.31929 0.04009 -1.75601  0.00
C: 2.09788 -0.49554 -1.08957  0.00
N: 2.45787 -1.60532 -0.14531  0.00
C: 2.78767 -2.89643 -0.83882  0.00
C: 2.88219 -4.07840 0.07339  0.00
O: 4.11700 -4.35614 0.75457  0.00
C: 5.13722 -4.68739 -0.17559  0.00
H: 3.66715 0.48238 0.94405  0.00
H: 4.24600 1.97590 -0.02515  0.00
H: 5.29992 0.76785 0.82662  0.00
H: 3.68737 -0.66781 -2.49863  0.00
H: 3.15869 0.91086 -2.39167  0.00
H: 1.34916 -0.78752 -1.82596  0.00
H: 1.55640 0.28170 -0.55030  0.00
H: 3.35595 -1.35726 0.24457  0.00
H: 3.67549 -2.70456 -1.44136  0.00
H: 1.96765 -3.11318 -1.52343  0.00
H: 2.34195 -4.91350 -0.37254  0.00
H: 2.27226 -4.04132 0.97600  0.00
H: 6.05518 -4.64689 0.41077  0.00
H: 5.39559 -4.04802 -1.01971  0.00
H: 5.05534 -5.68727 -0.60178  0.00
C: 3.79528 4.95951 -1.77355  0.00
O: 3.72905 4.81848 -0.36991  0.00
H: 3.88465 3.93369 -2.13103  0.00
H: 2.88257 5.37366 -2.20198  0.00
H: 4.58350 5.58480 -2.19287  0.00
H: 2.93199 4.34025 -0.12993  0.00

---

Molecular formula: C21H44GeN4O7SSi3Y
Method: DFT, ωB97M-V/def2-TZVPD

Properties
<S²>   0.7529
Spin multiplicity   2
Total charge   0
Relative energy (zero: lowest compared OMol25 entry of this formula, charge and spin)   82.0 kJ/mol
Lowest unoccupied orbital energy (alpha / beta)   -0.547 / -2.386 eV

Last column: Löwdin spin population.
Atoms and positions in Å:
Y: 0.33382 -0.93518 0.72494  0.13
N: 0.20652 -0.79133 3.25092  0.01
C: 1.53952 -0.92004 3.86664  0.00
C: 2.53540 -1.41646 2.80741  0.00
O: 3.38894 -2.23362 3.08190  0.00
O: 2.32368 -0.90023 1.62940  0.00
H: -0.26699 0.04401 3.57807  0.00
H: -0.39660 -1.56430 3.51063  0.00
H: 1.58790 -1.58902 4.72480  0.00
H: 1.89357 0.06073 4.18518  0.00
C: -1.74846 -2.43287 -3.46795  0.00
C: -1.30070 -1.95180 -2.12889  0.00
N: -0.07288 -1.58564 -1.91972  0.00
O: 0.58598 -1.55204 -3.13030  0.00
C: -2.26899 -1.77131 -1.01291  0.00
C: -3.74867 -1.68139 -1.16684  0.00
N: -1.64007 -1.52139 0.06508  0.00
O: -2.06505 -0.99547 1.20168  0.03
H: -0.98443 -3.08655 -3.89545  0.00
H: -1.84305 -1.59135 -4.16008  0.00
H: -2.70540 -2.94573 -3.40790  0.00
H: 1.51712 -1.92120 -3.15075  0.00
H: -4.11511 -2.31570 -1.96903  0.00
H: -4.04459 -0.65262 -1.39159  0.00
H: -4.22860 -1.96134 -0.22984  0.00
C: -1.05534 4.85143 2.68280  0.02
Si: -0.68717 3.01561 2.81176  0.07
C: -2.21790 2.07954 3.39833  0.01
C: 0.73080 2.75540 4.02740  0.00
Ge: -0.15431 2.20235 0.63692  0.48
Si: -1.89318 2.58742 -0.96688  0.06
C: -1.54566 1.67946 -2.57072  0.00
C: -3.50723 2.02966 -0.19013  0.00
C: -1.93399 4.43721 -1.31145  0.02
Si: 2.06014 2.13467 -0.31139  0.09
C: 2.36540 0.57086 -1.28918  0.00
C: 2.02984 3.56125 -1.54012  0.04
C: 3.36098 2.38075 1.00795  0.00
H: -1.31741 5.25000 3.66694  0.00
H: -1.89413 5.04304 2.01142  0.00
H: -0.19251 5.40900 2.31430  0.00
H: -2.19058 1.93446 4.48211  0.00
H: -2.31694 1.10152 2.92023  0.00
H: -3.12789 2.63826 3.17109  0.00
H: 0.72822 3.55289 4.77467  0.00
H: 1.70788 2.76060 3.54252  0.00
H: 0.62683 1.81691 4.57538  0.00
H: -1.28360 0.63144 -2.41761  0.00
H: -0.71861 2.14214 -3.11298  0.00
H: -2.42455 1.71692 -3.22040  0.00
H: -3.43605 1.00427 0.17953  0.00
H: -4.32423 2.08623 -0.91512  0.00
H: -3.77075 2.67100 0.65380  0.00
H: -0.97295 4.78804 -1.68738  0.00
H: -2.17752 5.01302 -0.41706  0.00
H: -2.68871 4.66534 -2.06987  0.00
H: 1.67367 0.43099 -2.11994  0.00
H: 2.44887 -0.37058 -0.72126  0.00
H: 3.35829 0.71633 -1.73129  0.00
H: 1.28547 3.39421 -2.31816  0.00
H: 3.00487 3.65768 -2.02702  0.01
H: 1.80469 4.51117 -1.05071  0.00
H: 3.34853 1.55721 1.72402  0.00
H: 3.22292 3.32112 1.54425  0.00
H: 4.34888 2.40149 0.53945  0.00
N: 0.37467 -3.31240 1.57015  0.00
C: 0.89540 -3.87847 0.34856  0.00
C: 0.05933 -4.57389 -0.51421  0.00
C: 0.48814 -4.85478 -1.80247  0.00
C: 1.74864 -4.45456 -2.21115  0.00
C: 2.62378 -3.87913 -1.30324  0.00
C: 2.20626 -3.58129 -0.01621  0.00
S: 2.19747 -4.37605 -3.95595  0.00
O: 2.65487 -2.97544 -4.02553  0.00
O: 0.94546 -4.61868 -4.64697  0.00
O: 3.24273 -5.34375 -4.17482  0.00
H: -0.55620 -3.66748 1.76561  0.00
H: 0.97784 -3.52416 2.36336  0.00
H: -0.94732 -4.83328 -0.20272  0.00
H: -0.17005 -5.32169 -2.52393  0.00
H: 3.61967 -3.61057 -1.62804  0.00
H: 2.88136 -3.11282 0.68598  0.00

---

Molecular formula: C9H22N
Method: DFT, ωB97M-V/def2-TZVPD

Properties
Total charge   +1
Relative energy (zero: lowest compared OMol25 entry of this formula, charge and spin)   1.5 kJ/mol
Lowest unoccupied orbital energy   -3.114 eV

Last column: Mulliken charge in e.
Atoms and positions in Å:
C: -1.18175 -1.47951 2.71106  -0.71
C: -0.28840 -0.38079 2.13134  -0.34
C: -2.16341 -1.99964 1.65887  -0.55
C: -1.12820 0.76047 1.55379  -0.67
C: -3.00322 -0.85839 1.08132  -0.71
C: -2.10986 0.24032 0.50161  -0.34
H: -1.75542 -1.06322 3.56139  0.33
H: -0.56161 -2.31076 3.09822  0.32
H: 0.33240 -0.81316 1.32319  0.10
H: 0.39574 0.00571 2.91111  0.32
H: -2.82187 -2.77229 2.10032  0.29
H: -1.59110 -2.47388 0.83850  0.28
H: -0.46972 1.53310 1.11231  0.25
H: -1.70048 1.23475 2.37416  0.38
H: -3.62405 -0.42603 1.88945  0.33
H: -3.68731 -1.24490 0.30153  0.32
H: -2.72999 1.07158 0.11442  0.32
H: -1.53617 -0.17598 -0.34870  0.10
C: 3.09136 1.18545 -1.10820  -0.84
C: 1.31256 1.78399 -2.69614  -0.84
C: 2.07148 -0.54791 -2.52216  -0.85
N: 1.85032 0.73049 -1.79257  0.25
H: 2.90461 2.11149 -0.53883  0.36
H: 3.87634 1.38506 -1.85692  0.39
H: 3.45763 0.41225 -0.41205  0.34
H: 2.04579 2.00101 -3.49107  0.39
H: 0.37223 1.45044 -3.16640  0.34
H: 1.11542 2.71353 -2.13606  0.36
H: 2.82679 -0.39872 -3.31201  0.39
H: 2.43178 -1.33123 -1.83427  0.36
H: 1.13559 -0.89507 -2.99140  0.36
H: 1.13253 0.55185 -1.05583  -0.04

---

Molecular formula: C5H6N2O
Method: DFT, ωB97M-V/def2-TZVPD

Properties
Structure (SMILES)   c1cc(N2CC2)on1
Total charge   0
Relative energy (zero: lowest compared OMol25 entry of this formula, charge and spin)   412.9 kJ/mol
Lowest unoccupied orbital energy   0.961 eV

Last column: Mulliken charge in e.
Atoms and positions in Å:
C: -1.91659 -0.05937 -0.67697  -0.26
C: -1.61978 -0.32354 0.83528  -0.44
C: 0.51675 -0.56994 -0.19346  0.53
C: 1.10995 0.78740 -0.15958  -0.23
C: 2.41738 0.42262 0.10130  -0.34
H: -2.81563 -0.47497 -1.24108  0.21
H: -1.75687 0.95688 -1.03307  0.22
H: -0.98443 0.46349 1.17708  0.22
H: -2.16547 -0.86880 1.60028  0.23
H: 0.68303 1.80235 0.05292  0.32
H: 3.36670 1.19955 -0.03928  0.27
N: -0.87060 -0.92675 -0.22273  -0.25
N: 2.66894 -0.91344 -0.06047  -0.36
O: 1.36663 -1.49546 -0.14021  -0.11

---

DFT total energy values, unit Ha, following the record order: -3964.51319, -4954.33356, -410.62584, -378.71366.